C4H11N2 | ωB97M-V/def2-TZVPD

The HOMO energy comes out at -12.74 eV. As for the HOMO-LUMO gap: 9.251 eV. As for the LUMO energy: -3.5 eV. The value obtained for the total energy is -7299.65849 eV. As for the charge: +1.

Cartesian coordinates (Å):
C (-1.92, 0.59, 0.48)
C (-0.89, 0.55, -0.36)
N (-0.90, -0.05, -1.64)
C (0.47, 1.04, 0.07)
C (1.18, -0.03, 0.92)
N (1.19, -1.34, 0.16)
H (-2.83, 0.06, 0.30)
H (-1.88, 1.18, 1.39)
H (-1.61, -0.73, -1.82)
H (-0.74, 0.60, -2.40)
H (1.11, 1.32, -0.76)
H (0.40, 1.91, 0.73)
H (0.63, -0.18, 1.84)
H (2.23, 0.16, 1.12)
H (0.25, -1.57, -0.18)
H (1.47, -2.11, 0.77)
H (1.85, -1.40, -0.61)

Just the Mulliken charges please, in e? Sure, here they are: atom 1 (C): -0.971, atom 2 (C): 0.534, atom 3 (N): -0.432, atom 4 (C): -0.709, atom 5 (C): -0.610, atom 6 (N): -0.303, atom 7 (H): 0.264, atom 8 (H): 0.304, atom 9 (H): 0.218, atom 10 (H): 0.229, atom 11 (H): 0.354, atom 12 (H): 0.344, atom 13 (H): 0.357, atom 14 (H): 0.379, atom 15 (H): 0.323, atom 16 (H): 0.373, atom 17 (H): 0.349

=====

C4H11N2 | ωB97M-V/def2-TZVPD

The HOMO energy comes out at -13.49 eV. As for the HOMO-LUMO gap: 8.939 eV. As for the LUMO energy: -4.6 eV. The value obtained for the total energy is -7298.27792 eV. As for the charge: +1.

Cartesian coordinates (Å):
C (-1.02, -1.24, -0.58)
N (0.14, -0.75, -0.81)
C (1.09, -1.38, -1.77)
C (0.57, 0.53, -0.16)
N (-0.47, 1.27, 0.44)
C (-1.11, 0.90, 1.73)
H (-1.68, -0.59, -0.04)
H (-1.18, -2.19, -1.12)
H (2.08, -1.48, -1.36)
H (1.06, -0.74, -2.58)
H (0.82, -2.45, -1.78)
H (1.17, 0.95, -0.89)
H (1.17, 0.27, 0.70)
H (-0.70, 2.22, 0.17)
H (-2.15, 0.45, 1.55)
H (-0.45, 0.26, 2.23)
H (-1.30, 1.87, 2.28)

Just the Mulliken charges please, in e? Sure, here they are: atom 1 (C): -0.164, atom 2 (N): 0.099, atom 3 (C): -0.902, atom 4 (C): -0.469, atom 5 (N): -0.336, atom 6 (C): -0.892, atom 7 (H): 0.274, atom 8 (H): 0.271, atom 9 (H): 0.363, atom 10 (H): 0.390, atom 11 (H): 0.322, atom 12 (H): 0.475, atom 13 (H): 0.362, atom 14 (H): 0.239, atom 15 (H): 0.292, atom 16 (H): 0.332, atom 17 (H): 0.344

=====

C4H11N2 | ωB97M-V/def2-TZVPD

The HOMO energy comes out at -14.22 eV. As for the HOMO-LUMO gap: 11.027 eV. As for the LUMO energy: -3.2 eV. The value obtained for the total energy is -7296.92720 eV. As for the charge: +1.

Cartesian coordinates (Å):
C (-2.09, 0.94, -0.52)
C (-2.15, -0.31, 0.43)
C (2.32, 0.79, -0.34)
C (1.25, -1.29, 0.18)
N (1.26, -0.05, -0.05)
N (-0.99, 0.56, 0.40)
H (-1.83, 0.74, -1.50)
H (-2.57, 2.01, -0.32)
H (-2.78, -0.21, 1.33)
H (-1.90, -1.27, -0.07)
H (3.31, 0.56, 0.17)
H (2.77, 0.79, -1.37)
H (1.91, 1.81, -0.33)
H (2.18, -1.83, 0.13)
H (0.33, -1.90, 0.41)
H (-0.08, 0.37, -0.06)
H (-0.81, 1.07, 1.31)

Just the Mulliken charges please, in e? Sure, here they are: atom 1 (C): -0.378, atom 2 (C): -0.310, atom 3 (C): -0.870, atom 4 (C): -0.275, atom 5 (N): -0.253, atom 6 (N): -0.160, atom 7 (H): 0.281, atom 8 (H): 0.246, atom 9 (H): 0.272, atom 10 (H): 0.246, atom 11 (H): 0.326, atom 12 (H): 0.326, atom 13 (H): 0.299, atom 14 (H): 0.305, atom 15 (H): 0.138, atom 16 (H): 0.485, atom 17 (H): 0.321

=====

C4H11N2 | ωB97M-V/def2-TZVPD

The HOMO energy comes out at -14.48 eV. As for the HOMO-LUMO gap: 10.252 eV. As for the LUMO energy: -4.2 eV. The value obtained for the total energy is -7296.92170 eV. As for the charge: +1.

Cartesian coordinates (Å):
C (-1.17, -1.46, 0.10)
C (-0.68, -0.47, -0.80)
C (0.15, -0.08, -1.98)
C (0.86, 0.91, 1.83)
N (-1.83, -0.20, -0.22)
N (1.02, 0.58, 0.42)
H (-1.75, -2.30, -0.47)
H (-0.67, -1.66, 1.05)
H (-0.02, 0.94, -2.22)
H (-0.22, -0.58, -2.79)
H (1.19, -0.51, -1.81)
H (0.17, 1.78, 1.97)
H (0.32, 0.02, 2.24)
H (1.79, 1.17, 2.37)
H (-2.20, 0.59, 0.31)
H (1.81, -0.02, 0.27)
H (1.25, 1.30, -0.26)

Just the Mulliken charges please, in e? Sure, here they are: atom 1 (C): -0.362, atom 2 (C): 0.886, atom 3 (C): -1.236, atom 4 (C): -0.770, atom 5 (N): -0.303, atom 6 (N): -0.526, atom 7 (H): 0.231, atom 8 (H): 0.229, atom 9 (H): 0.360, atom 10 (H): 0.462, atom 11 (H): 0.323, atom 12 (H): 0.295, atom 13 (H): 0.222, atom 14 (H): 0.314, atom 15 (H): 0.307, atom 16 (H): 0.273, atom 17 (H): 0.293